[1]
C18H30NO4P2Pd as an isolated structure in a non-equilibrium geometry. Source: the OMol25 dataset; level of theory: the ωB97M-V functional and the def2-TZVPD basis.

Output
⟨S²⟩: 6.033
E, Ha: -1869.7101
2S+1: 5
HOMO level (spin up / spin down), eV: -5.898 / -10.402
Orbital gap (spin up / spin down), eV: 2.8 / 5.3
F_max, eV/Å: 6.680
Total charge: +1

```
56
Properties=species:S:1:pos:R:3:mulliken_spin:R:1
C -0.72244 2.85543 -3.04099 0.00
C -0.89404 2.02654 -1.93146 0.01
N 0.08010 1.87907 -1.02442 0.04
C 1.27288 2.47544 -1.20595 0.01
C 1.48908 3.33071 -2.28980 0.01
C 0.48386 3.50973 -3.22877 0.01
C -2.21357 1.31444 -1.77801 0.00
P -2.24158 0.21638 -0.32742 0.25
Pd -0.31888 0.70718 0.72547 0.73
P 2.27813 0.96028 0.99536 0.07
C 2.42030 2.27566 -0.23665 0.01
O -0.56539 -2.50792 -5.95972 0.03
O 2.12079 -0.49968 -3.35890 0.00
H -1.56076 2.96202 -3.73195 0.00
H 2.46303 3.80902 -2.37382 0.00
H 0.63332 4.16261 -4.07726 0.00
C -3.68429 0.63519 0.66764 0.02
C -2.43473 -1.45078 -0.98114 -0.08
H 3.33916 2.07004 -0.81245 0.01
H 2.59827 3.21542 0.31791 0.00
H -2.40686 0.74179 -2.62301 0.01
H -3.03119 2.03545 -1.63537 0.00
C 3.42324 1.29014 2.34959 0.01
C 2.62846 -0.61242 0.21460 0.07
H -0.36586 -2.35523 -3.34392 0.98
H 2.33819 -1.32798 -3.82027 0.00
H -1.47961 -2.59724 -6.13103 0.00
H -0.48388 -1.65820 -5.48622 -0.01
H 1.03940 1.10386 1.79538 0.03
H 2.98510 0.05990 -3.40165 0.00
H -4.54488 0.04472 0.33541 0.01
H -3.42945 0.39348 1.70697 0.00
H -3.89308 1.70633 0.58022 0.00
H -3.49303 -1.65505 -1.18823 0.01
H -1.83272 -1.55215 -1.89930 0.09
H -2.04063 -2.14612 -0.23149 0.00
H 3.68983 -0.84547 0.36113 -0.01
H 2.01110 -1.38879 0.68633 -0.01
H 2.39783 -0.58793 -0.86108 -0.02
H 4.45089 1.14190 2.00100 0.01
H 3.27969 2.32182 2.69880 -0.01
H 3.19226 0.59830 3.17107 -0.01
O -0.92098 -0.25773 2.67092 0.36
C -0.49924 -1.44253 2.38132 0.31
O -0.17189 -1.79592 1.20809 0.65
C -0.32376 -2.41915 3.51418 0.05
C 0.61184 -3.44667 3.36783 0.12
C 0.82435 -4.35427 4.41172 -0.09
C 0.08037 -4.23728 5.59780 0.19
C -0.86480 -3.20741 5.73397 -0.08
C -1.05156 -2.28673 4.69884 0.16
H 1.16632 -3.51958 2.43114 0.03
H 1.56164 -5.14626 4.29686 0.00
H 0.23161 -4.95375 6.41315 0.02
H -1.45253 -3.12140 6.64689 0.00
H -1.75338 -1.45675 4.78986 0.02
```

[2]
One molecule with the formula C6H9NO3 in a non-equilibrium geometry. Source: the OMol25 dataset; level of theory: the ωB97M-V functional and the def2-TZVPD basis.

Output
SMILES: CC[C@](N)(O)C#CC(=O)O
E, Ha: -514.3947
2S+1: 1
HOMO level, eV: -10.033
Orbital gap, eV: 10.4
F_max, eV/Å: 4.021
Total charge: 0

```
19
Properties=species:S:1:pos:R:3:mulliken_charge:R:1
C -0.48870 -0.89053 1.83429 -1.56
C 0.98898 -0.45755 1.41515 -0.42
C 0.85120 0.57945 0.26111 0.84
N 2.19810 0.93033 -0.19388 -0.62
O 0.14608 1.73024 0.68417 -0.56
C -0.01275 0.16547 -0.93917 -0.31
C -0.74733 -0.10132 -1.87554 0.35
C -1.60570 -0.64583 -2.88432 0.21
O -1.34668 -1.29432 -3.86404 -0.48
O -2.99009 -0.39049 -2.67776 -0.45
H -1.19122 -0.15076 1.94476 0.43
H -0.45213 -1.27776 2.75668 0.51
H -0.90259 -1.62572 1.24641 0.39
H 1.62939 -1.30476 0.92055 0.29
H 1.37692 0.01631 2.38084 0.34
H 2.32180 1.49939 -1.00442 0.22
H 2.75987 1.14173 0.60497 0.21
H 0.53927 2.42365 1.14435 0.30
H -3.07441 -0.34753 -1.75413 0.31
```

[3]
One molecule with the formula C4H7N3S in a non-equilibrium geometry. Source: the OMol25 dataset; level of theory: the ωB97M-V functional and the def2-TZVPD basis.

Output
SMILES: N=S1(=N)CC=CC=N1
E, Ha: -718.8987
2S+1: 1
HOMO level, eV: -9.043
Orbital gap, eV: 8.8
F_max, eV/Å: 4.232
Total charge: 0

```
15
Properties=species:S:1:pos:R:3:mulliken_charge:R:1
N 1.85424 0.09493 1.39140 -0.66
S 1.47616 0.14203 -0.08656 0.81
N 2.48979 -0.06267 -1.17861 -0.70
C 0.18549 -1.06921 -0.30087 -0.64
C -1.18934 -0.56869 -0.02091 -0.12
C -1.50832 0.71255 0.21349 -0.56
C -0.63898 1.79046 -0.07700 0.07
N 0.57386 1.66967 -0.31590 -0.58
H 1.75923 0.97008 1.85413 0.25
H 3.17702 0.65353 -1.33469 0.25
H 0.25880 -1.84304 0.38406 0.41
H 0.17425 -1.53652 -1.23043 0.44
H -1.98770 -1.41630 0.29573 0.25
H -2.53034 0.96898 0.18450 0.37
H -0.86198 2.83933 -0.07869 0.42
```

[4]
An isolated ion of composition C3H6NO2 and charge -1 in a non-equilibrium geometry. Source: the OMol25 dataset; level of theory: the ωB97M-V functional and the def2-TZVPD basis.

Output
SMILES: CC(=O)NC[O-]
E, Ha: -323.1545
2S+1: 1
HOMO level, eV: -3.382
Orbital gap, eV: 7.5
F_max, eV/Å: 1.206
Total charge: -1

```
12
Properties=species:S:1:pos:R:3:mulliken_charge:R:1
C -1.09610 1.68489 0.80752 -0.93
C -0.08822 1.04099 -0.17128 0.57
O 0.09822 1.48429 -1.29903 -0.67
N 0.52997 -0.07023 0.30846 -0.44
C 0.31288 -1.66548 -0.35983 -0.12
O 0.45572 -2.55699 0.53480 -0.76
H -1.38586 0.93013 1.52300 0.31
H -1.96020 2.02179 0.23069 0.29
H -0.64530 2.55129 1.29659 0.22
H 0.46925 -0.13112 1.31420 0.21
H -0.70118 -1.53812 -0.79739 0.11
H 1.07945 -1.53200 -1.13302 0.20
```

[5]
A 2-piece molecular cluster, C3H11N3O overall in a non-equilibrium geometry. Source: the OMol25 dataset; level of theory: the ωB97M-V functional and the def2-TZVPD basis.

Output
E, Ha: -360.3409
2S+1: 1
HOMO level, eV: -7.774
Orbital gap, eV: 8.4
F_max, eV/Å: 2.303
Total charge: 0

```
18
Properties=species:S:1:pos:R:3:mulliken_charge:R:1
C 2.59540 0.45835 -1.01523 -0.85
N -0.82045 -0.66752 -1.21018 -0.30
C 0.33975 -0.19237 -1.54834 0.10
N 1.45461 -0.43740 -0.87935 -0.15
H 2.58502 1.22136 -0.23020 0.28
H 2.54572 0.96952 -1.97491 0.34
H 3.52121 -0.11301 -0.95960 0.29
H -1.15860 -0.68803 -0.13676 0.27
H -1.54010 -0.57885 -1.90825 0.24
H 0.39641 0.47662 -2.40312 0.32
H 1.31188 -0.77843 0.06399 0.29
N -0.07795 0.87353 1.48155 -0.72
C -1.67070 0.39769 1.68686 -0.37
O -1.88421 -0.75445 1.08965 -0.79
H -0.07537 1.72817 2.04316 0.26
H 0.26957 0.19014 2.16053 0.20
H -1.77663 0.40731 2.78466 0.37
H -2.17363 1.27904 1.24496 0.23
```

[6]
C5H3NO as an isolated structure in a non-equilibrium geometry. Source: the OMol25 dataset; level of theory: the ωB97M-V functional and the def2-TZVPD basis.

Output
E, Ha: -322.2117
2S+1: 1
HOMO level, eV: -9.576
Orbital gap, eV: 9.6
F_max, eV/Å: 1.256
Total charge: 0

```
10
Properties=species:S:1:pos:R:3:mulliken_charge:R:1
N 3.02705 -0.75764 -0.14498 -0.46
C 1.93419 -0.38117 -0.06692 0.07
C 0.67390 0.23026 0.06486 0.13
C 0.33455 1.51101 0.26281 -0.05
O -1.02338 1.39652 0.16447 -0.43
C -1.53522 -1.12468 -0.17019 -0.75
C -0.75719 -0.06495 -0.03543 0.51
H 0.90355 2.40756 0.46418 0.41
H -2.58917 -1.16566 -0.43146 0.30
H -0.96828 -2.05126 -0.10734 0.25
```

[7]
One molecule with the formula C5H5N in a non-equilibrium geometry. Source: the OMol25 dataset; level of theory: the ωB97M-V functional and the def2-TZVPD basis.

Output
E, Ha: -247.9621
2S+1: 1
HOMO level, eV: -8.359
Orbital gap, eV: 7.8
F_max, eV/Å: 4.150
Total charge: 0

```
11
Properties=species:S:1:pos:R:3:mulliken_charge:R:1
C 0.62953 -0.85337 0.27690 -0.32
C -0.46358 -0.13569 -0.13654 0.37
C 2.21076 0.56245 -0.68414 -0.50
C -1.97563 -0.31794 -0.49426 -0.48
C -1.43656 0.66130 0.43642 -0.40
N 1.82998 -0.22296 0.30440 0.05
H 3.29857 0.98394 -0.57557 0.17
H -2.02309 0.01540 -1.43400 0.27
H -2.70699 -1.19238 -0.18918 0.21
H -1.75952 1.16914 1.37441 0.30
H 2.39653 -0.66988 1.12156 0.34
```

[8]
A 2-piece molecular cluster, C3H9NS overall in a non-equilibrium geometry. Source: the OMol25 dataset; level of theory: the ωB97M-V functional and the def2-TZVPD basis.

Output
E, Ha: -572.4972
2S+1: 1
HOMO level, eV: -8.938
Orbital gap, eV: 5.7
F_max, eV/Å: 1.769
Total charge: 0

```
14
Properties=species:S:1:pos:R:3:mulliken_charge:R:1
C 1.54994 -0.64426 -0.01208 -1.46
C 0.27048 0.15734 -0.02178 0.88
C -0.77062 -0.14963 -1.06995 -0.53
S -2.66911 1.90216 0.20527 -0.19
N -0.37789 0.02573 1.28019 -0.50
H 1.44409 -1.69582 0.26420 0.36
H 2.12010 -0.59208 -0.94205 0.35
H 2.23727 -0.22484 0.72811 0.35
H 0.56751 1.21484 -0.07866 0.11
H -1.17968 -1.15096 -0.93201 0.33
H -0.49596 -0.03069 -2.11123 0.34
H -1.60729 0.55141 -0.78063 -0.27
H 0.14353 0.05566 2.13919 0.20
H -1.23235 0.58114 1.33140 0.03
```

Copy entry 1 word for word.
C18H30NO4P2Pd as an isolated structure in a non-equilibrium geometry. Source: the OMol25 dataset; level of theory: the ωB97M-V functional and the def2-TZVPD basis.

Output
⟨S²⟩: 6.033
E, Ha: -1869.7101
2S+1: 5
HOMO level (spin up / spin down), eV: -5.898 / -10.402
Orbital gap (spin up / spin down), eV: 2.8 / 5.3
F_max, eV/Å: 6.680
Total charge: +1

```
56
Properties=species:S:1:pos:R:3:mulliken_spin:R:1
C -0.72244 2.85543 -3.04099 0.00
C -0.89404 2.02654 -1.93146 0.01
N 0.08010 1.87907 -1.02442 0.04
C 1.27288 2.47544 -1.20595 0.01
C 1.48908 3.33071 -2.28980 0.01
C 0.48386 3.50973 -3.22877 0.01
C -2.21357 1.31444 -1.77801 0.00
P -2.24158 0.21638 -0.32742 0.25
Pd -0.31888 0.70718 0.72547 0.73
P 2.27813 0.96028 0.99536 0.07
C 2.42030 2.27566 -0.23665 0.01
O -0.56539 -2.50792 -5.95972 0.03
O 2.12079 -0.49968 -3.35890 0.00
H -1.56076 2.96202 -3.73195 0.00
H 2.46303 3.80902 -2.37382 0.00
H 0.63332 4.16261 -4.07726 0.00
C -3.68429 0.63519 0.66764 0.02
C -2.43473 -1.45078 -0.98114 -0.08
H 3.33916 2.07004 -0.81245 0.01
H 2.59827 3.21542 0.31791 0.00
H -2.40686 0.74179 -2.62301 0.01
H -3.03119 2.03545 -1.63537 0.00
C 3.42324 1.29014 2.34959 0.01
C 2.62846 -0.61242 0.21460 0.07
H -0.36586 -2.35523 -3.34392 0.98
H 2.33819 -1.32798 -3.82027 0.00
H -1.47961 -2.59724 -6.13103 0.00
H -0.48388 -1.65820 -5.48622 -0.01
H 1.03940 1.10386 1.79538 0.03
H 2.98510 0.05990 -3.40165 0.00
H -4.54488 0.04472 0.33541 0.01
H -3.42945 0.39348 1.70697 0.00
H -3.89308 1.70633 0.58022 0.00
H -3.49303 -1.65505 -1.18823 0.01
H -1.83272 -1.55215 -1.89930 0.09
H -2.04063 -2.14612 -0.23149 0.00
H 3.68983 -0.84547 0.36113 -0.01
H 2.01110 -1.38879 0.68633 -0.01
H 2.39783 -0.58793 -0.86108 -0.02
H 4.45089 1.14190 2.00100 0.01
H 3.27969 2.32182 2.69880 -0.01
H 3.19226 0.59830 3.17107 -0.01
O -0.92098 -0.25773 2.67092 0.36
C -0.49924 -1.44253 2.38132 0.31
O -0.17189 -1.79592 1.20809 0.65
C -0.32376 -2.41915 3.51418 0.05
C 0.61184 -3.44667 3.36783 0.12
C 0.82435 -4.35427 4.41172 -0.09
C 0.08037 -4.23728 5.59780 0.19
C -0.86480 -3.20741 5.73397 -0.08
C -1.05156 -2.28673 4.69884 0.16
H 1.16632 -3.51958 2.43114 0.03
H 1.56164 -5.14626 4.29686 0.00
H 0.23161 -4.95375 6.41315 0.02
H -1.45253 -3.12140 6.64689 0.00
H -1.75338 -1.45675 4.78986 0.02
```

The lowest E belongs to which entry?
C18H30NO4P2Pd

Which of these has the highest total charge?
C18H30NO4P2Pd